Entry from the OMol25 dataset: 4 unconnected molecules or ions with the total composition C46H66IN3O9S3 (the ωB97M-V functional and the def2-TZVPD basis).

Output
SMILES   CC[C@H](I)[C@@]1(Cc2cccc(C)c2)OC(=O)[C@@](N)(CCc2ccccc2)[C@@]1(CCN(CC)C(C)=O)c1cccnc1.O=S1(=O)CCCC1.O=S1(=O)CCCC1.O=S1(=O)CCCC1
LUMO energy   0.082 eV
Spin multiplicity   1
HOMO-LUMO gap   8.24 eV

Element x y z (Å)
C (-4.5768, -2.2314, 3.2784)
C (-3.5651, -0.9900, 3.2240)
C (-2.1407, -1.5622, 2.8184)
I (-1.2422, -2.2569, 4.7171)
C (-1.1953, -0.5375, 2.0276)
C (-1.3441, 0.9601, 2.5808)
C (-0.7484, 1.1719, 4.0029)
C (-1.6064, 1.2138, 5.2062)
C (-1.0453, 1.4438, 6.5485)
C (0.3887, 1.6559, 6.7689)
C (1.2514, 1.6049, 5.5913)
C (2.8167, 1.7713, 5.6712)
C (0.6877, 1.3928, 4.2674)
O (0.1240, -0.9732, 2.5367)
C (0.7525, -1.6878, 1.4857)
O (1.2549, -2.7661, 1.5098)
C (0.5046, -0.6526, 0.2927)
N (1.1829, 0.5513, 0.8581)
C (1.2093, -0.8329, -1.0882)
C (2.6686, -1.4792, -1.0276)
C (3.7793, -0.4955, -0.5443)
C (4.8654, -0.9061, 0.3672)
C (5.8751, 0.0560, 0.8448)
C (5.8523, 1.4688, 0.4544)
C (4.7951, 1.8822, -0.4659)
C (3.7974, 0.9321, -0.9371)
C (-1.0931, -0.6992, 0.4150)
C (-1.8788, 0.5188, -0.2328)
C (-2.3206, 0.4142, -1.7345)
N (-1.3381, -0.1266, -2.6966)
C (-0.6307, 0.9299, -3.4584)
C (0.5598, 0.3751, -4.3478)
C (-1.9493, -0.9943, -3.6987)
C (-1.2780, -2.3690, -4.0705)
O (-2.9653, -0.7124, -4.3051)
C (-1.7917, -1.9980, -0.1531)
C (-1.0420, -3.1460, -0.7251)
C (-1.9151, -4.2399, -1.1563)
C (-3.3632, -4.2494, -1.0489)
N (-4.0197, -3.2021, -0.4759)
C (-3.2412, -2.1763, -0.0747)
H (-4.0303, -3.1468, 3.6468)
H (-5.4160, -1.9906, 3.9902)
H (-4.9368, -2.4291, 2.2367)
H (-3.5002, -0.6154, 4.2731)
H (-3.9452, -0.1969, 2.5168)
H (-2.3281, -2.5306, 2.2981)
H (-0.7848, 1.6876, 1.9269)
H (-2.4101, 1.3241, 2.5273)
H (-2.7129, 1.1012, 5.1690)
H (-1.6900, 1.4947, 7.4627)
H (0.8548, 1.8504, 7.7586)
H (3.1618, 2.7873, 5.3597)
H (3.2249, 1.0455, 4.9054)
H (3.2295, 1.4310, 6.6558)
H (1.3601, 1.3709, 3.3728)
H (2.0358, 0.3133, 1.3563)
H (1.3088, 1.2846, 0.1668)
H (1.3568, 0.1468, -1.6272)
H (0.6535, -1.4637, -1.8396)
H (2.6952, -2.4638, -0.5013)
H (2.9197, -1.7064, -2.1092)
H (4.9329, -1.9591, 0.7348)
H (6.6713, -0.2602, 1.5563)
H (6.5809, 2.2263, 0.8221)
H (4.7217, 2.9450, -0.7834)
H (3.0124, 1.3471, -1.6240)
H (-1.1952, 1.4156, -0.1603)
H (-2.8291, 0.6746, 0.3565)
H (-2.5631, 1.4717, -2.0744)
H (-3.2828, -0.1523, -1.8961)
H (-1.3527, 1.4133, -4.1842)
H (-0.1936, 1.6900, -2.7519)
H (1.2648, -0.2850, -3.7778)
H (0.1804, -0.2345, -5.2203)
H (1.1369, 1.2253, -4.7904)
H (-0.9763, -2.3337, -5.1577)
H (-0.3316, -2.5484, -3.4941)
H (-1.9934, -3.2225, -3.9574)
H (0.0632, -3.1478, -0.8001)
H (-1.4310, -5.1341, -1.6283)
H (-3.9562, -5.1173, -1.4335)
H (-3.7928, -1.3143, 0.3942)
O (-0.5873, -2.0612, -7.1487)
S (-1.1351, -1.6889, -8.4322)
O (-0.8500, -2.4349, -9.6323)
C (-2.9040, -1.5151, -8.2618)
C (-3.1024, -0.0613, -7.8501)
C (-2.1505, 0.7544, -8.7315)
C (-0.7919, 0.0471, -8.7166)
H (-3.2773, -2.2249, -7.5251)
H (-3.3525, -1.7135, -9.2366)
H (-4.1394, 0.2521, -7.9756)
H (-2.8348, 0.0691, -6.7973)
H (-2.5378, 0.7861, -9.7539)
H (-2.0611, 1.7846, -8.3837)
H (-0.2674, 0.1592, -9.6642)
H (-0.1637, 0.4047, -7.9000)
O (3.0110, -0.2444, 8.8567)
S (2.7182, -1.5166, 9.4736)
O (2.6404, -1.6733, 10.9055)
C (1.2321, -2.1767, 8.7355)
C (1.7285, -2.9713, 7.5336)
C (2.9633, -3.7355, 8.0200)
C (3.8350, -2.7478, 8.8019)
H (0.5595, -1.3632, 8.4653)
H (0.7573, -2.8293, 9.4699)
H (0.9591, -3.6448, 7.1535)
H (2.0102, -2.2895, 6.7258)
H (2.6506, -4.5516, 8.6776)
H (3.5172, -4.1779, 7.1908)
H (4.3652, -3.2360, 9.6182)
H (4.5449, -2.2381, 8.1504)
O (1.4331, 3.8728, -2.3660)
S (0.9209, 4.2478, -3.6638)
O (1.2295, 3.4972, -4.8565)
C (-0.8519, 4.4385, -3.5396)
C (-1.0464, 5.8957, -3.1375)
C (-0.0650, 6.6994, -3.9957)
C (1.2861, 5.9797, -3.9440)
H (-1.2507, 3.7349, -2.8114)
H (-1.2776, 4.2416, -4.5249)
H (-2.0767, 6.2186, -3.2906)
H (-0.8043, 6.0273, -2.0790)
H (-0.4258, 6.7317, -5.0275)
H (0.0250, 7.7295, -3.6486)
H (1.8352, 6.0845, -4.8785)
H (1.8965, 6.3335, -3.1130)

Atoms 1-2, force components in eV/Å:
C 0.5 0.7 -0.1
C -0.2 -1.5 0.3



Entry from the OMol25 dataset: C5H8O in the gas phase (the ωB97M-V functional and the def2-TZVPD basis).

Output
SMILES   O=CC1CCC1
ΔE to the lowest compared entry with this formula, charge and spin   28.6 kcal/mol
LUMO energy   0.999 eV
Spin multiplicity   1
HOMO-LUMO gap   10.73 eV

Element x y z (Å)
O (0.6000, -1.2000, -1.9395)
C (0.0650, -1.6159, -0.9367)
C (-0.2933, -0.7309, 0.2272)
C (-1.0146, 0.5876, -0.1796)
C (0.2123, 1.4131, 0.2632)
C (0.9119, 0.1199, 0.7338)
H (-0.1697, -2.6974, -0.8406)
H (-0.8034, -1.3124, 1.0001)
H (-1.2524, 0.6513, -1.2448)
H (-1.9233, 0.7784, 0.3975)
H (0.7256, 1.9121, -0.5621)
H (0.0183, 2.1461, 1.0515)
H (1.8495, -0.1025, 0.2175)
H (1.0740, 0.0506, 1.8125)

Atoms 1-2, force components in eV/Å:
O -0.2 -0.2 0.4
C 0.2 0.1 -0.3



The E_HOMO results, record by record, are as follows: -8.158, -9.736 eV.